344
Properties=species:S:1:pos:R:3 method="wB97M-V/def2-TZVPD" total_charge=+4 gap_ev=5.42 energy_ev=-259327.1120 spin_multiplicity=1 largest_force_ev_per_a=3.8 homo_energy_ev=-11.83
C 15.76828 27.48857 20.86743
N 16.38910 26.21671 21.45706
C 16.24081 26.22334 22.98813
C 15.84062 24.92513 20.85839
C 17.94264 26.22350 21.14808
C 18.63422 27.49421 21.39438
O 18.56556 27.96596 22.76796
H 14.68654 27.30874 20.89684
H 15.97406 27.59650 19.80789
H 16.06287 28.33926 21.48942
H 15.17159 26.27778 23.23483
H 16.63738 27.18837 23.31440
H 16.80207 25.39614 23.44596
H 16.43469 24.06980 21.18532
H 15.93383 24.95309 19.76718
H 14.79229 24.77207 21.12724
H 18.10510 25.91600 20.10918
H 18.35424 25.41398 21.75523
H 18.09639 28.26137 20.83459
H 19.67044 27.41782 21.02546
H 19.07403 27.41243 23.38822
C 17.95525 23.52543 16.26010
N 17.40154 23.48728 14.83994
C 16.02281 24.14221 14.65755
C 18.41519 24.03883 13.87915
C 17.29168 21.97290 14.52939
C 16.06940 21.23619 15.02980
O 15.92789 21.13851 16.39901
H 17.81676 24.55661 16.59482
H 19.01048 23.21209 16.21871
H 17.24684 22.97292 16.88382
H 15.37766 23.64124 15.38410
H 15.75215 23.98308 13.59456
H 16.14852 25.18004 15.00229
H 18.65246 25.09087 14.03383
H 18.02940 23.90542 12.87428
H 19.29172 23.40830 14.04540
H 18.18586 21.54083 14.98983
H 17.26126 21.90556 13.43148
H 16.09875 20.21521 14.60073
H 15.15969 21.67472 14.59694
H 15.14462 20.48845 16.72817
C 16.94117 15.01451 12.31520
N 17.37407 16.45616 12.44648
C 17.62589 16.95556 11.00390
C 16.33502 17.43238 13.14859
C 18.66101 16.39319 13.28561
C 19.48613 17.64787 13.29925
O 18.86554 18.52972 14.26108
H 15.99447 14.97957 11.77283
H 16.79486 14.58442 13.30684
H 17.71570 14.48359 11.76535
H 16.63198 16.96097 10.54067
H 18.38485 16.29842 10.56341
H 17.90386 18.00157 11.00012
H 16.70518 18.43805 13.36818
H 16.02836 16.90851 14.04449
H 15.48960 17.56711 12.47007
H 19.17265 15.52626 12.83759
H 18.33646 16.22062 14.31850
H 19.43075 18.16687 12.34598
H 20.52524 17.44328 13.49002
H 19.55833 19.14760 14.57947
C 23.75211 12.70426 12.64493
N 22.38176 12.52605 13.30822
C 21.29837 13.35181 12.61323
C 22.03247 11.04140 13.28579
C 22.55537 13.07336 14.80311
C 21.27761 13.02012 15.62866
O 20.31110 13.99130 15.25730
H 24.44296 12.05848 13.20394
H 24.09897 13.73324 12.58475
H 23.68079 12.26044 11.63918
H 21.18767 12.99147 11.58518
H 21.64329 14.38461 12.54295
H 20.35100 13.35606 13.14228
H 21.85741 10.65792 12.26828
H 21.10084 10.89876 13.84690
H 22.95612 10.58286 13.66970
H 23.00427 14.08660 14.69710
H 23.30293 12.45151 15.31597
H 21.50757 13.14136 16.70279
H 20.86226 12.01785 15.56256
H 19.51254 13.51210 14.86387
C 18.69428 12.07253 19.11582
N 17.43346 11.23907 18.79487
C 16.30908 12.07789 18.21166
C 17.81232 10.18795 17.73930
C 16.95464 10.55316 20.06186
C 16.86725 11.38893 21.30914
O 16.05834 12.56504 21.26914
H 18.31097 12.77812 19.86041
H 19.09004 12.63304 18.27028
H 19.37422 11.39158 19.63440
H 16.69431 12.62165 17.34351
H 16.07838 12.88932 18.87277
H 15.53492 11.38632 17.87874
H 18.33818 10.72756 16.95120
H 16.99797 9.56151 17.39685
H 18.59563 9.54595 18.17097
H 17.65561 9.73246 20.25141
H 16.03521 10.05178 19.71472
H 17.87079 11.75333 21.55618
H 16.60056 10.72069 22.12696
H 15.15190 12.35710 21.05692
C 19.09984 16.14037 18.06439
C 18.95766 17.62181 17.89696
C 19.36663 18.40525 19.12522
N 18.49173 19.66584 19.31269
C 17.05421 19.32970 19.41701
C 18.77214 20.70589 18.26744
C 20.06801 21.33155 18.65255
C 20.12156 21.20491 20.21514
C 19.01278 20.26974 20.62143
H 20.15827 15.97896 18.32101
H 18.72396 15.50215 17.25381
H 18.39933 15.77624 18.85357
H 17.94780 17.92423 17.62473
H 19.49490 17.98189 17.01170
H 20.41690 18.67329 19.15805
H 19.13527 17.78824 20.01942
H 16.67677 19.09786 18.41294
H 16.56003 20.23503 19.77470
H 16.84840 18.53890 20.12861
H 17.94447 21.41487 18.19838
H 18.71468 20.23022 17.28253
H 20.12811 22.39118 18.38150
H 20.94506 20.92438 18.14626
H 19.83758 22.20554 20.56978
H 21.13307 20.86952 20.49516
H 18.23829 20.73376 21.22560
H 19.36783 19.45962 21.26945
C 20.05815 21.14470 23.82072
C 21.50588 20.69731 23.65109
C 22.00826 19.98135 24.85122
N 23.49968 19.74013 24.81043
C 23.91174 18.81517 23.69450
C 23.95691 19.07258 26.09967
C 25.04516 19.96295 26.65422
C 25.55214 20.80941 25.46175
C 24.31458 21.11704 24.66608
H 19.44171 20.24275 23.96147
H 19.62865 21.62739 22.93542
H 19.96212 21.83428 24.66424
H 22.12487 21.55599 23.37278
H 21.53782 20.02001 22.80866
H 21.54043 18.97878 24.86162
H 21.77519 20.41691 25.83884
H 23.74450 19.22520 22.69340
H 23.41813 17.86078 23.88677
H 24.99672 18.73553 23.71020
H 24.31272 18.07392 25.86850
H 23.07630 19.00457 26.73213
H 25.82503 19.45141 27.22501
H 24.56282 20.64483 27.38804
H 26.22427 20.20986 24.86260
H 26.11719 21.70903 25.71768
H 24.47457 21.26749 23.58500
H 23.72062 21.90207 25.13169
C 11.39652 18.51866 21.98478
C 11.37400 19.22381 20.65090
C 10.55634 20.48665 20.92638
N 10.82835 21.57242 19.97220
C 12.19744 22.08639 20.15084
C 9.79763 22.63058 20.06633
C 9.90485 23.39889 18.75925
C 10.20164 22.30486 17.73691
C 10.71034 21.12272 18.56197
H 10.36212 18.40379 22.32204
H 12.08182 19.00410 22.69334
H 11.71011 17.48998 21.89519
H 10.85153 18.55542 19.95543
H 12.32616 19.33527 20.14186
H 10.85458 20.89437 21.88203
H 9.48836 20.26846 21.03889
H 12.97387 21.36143 19.93950
H 12.29229 22.45663 21.17219
H 12.37240 22.88228 19.41228
H 9.88414 23.21015 20.97863
H 8.80169 22.17566 20.13032
H 10.67928 24.16184 18.81630
H 8.98997 23.94437 18.56401
H 10.96842 22.64012 17.03361
H 9.31655 21.94390 17.19543
H 11.67020 20.78688 18.18651
H 10.03026 20.26635 18.55199
C 25.50245 24.67313 14.33373
C 24.78829 25.80153 15.02860
C 23.47677 25.17834 15.52642
N 22.64004 26.12738 16.35828
C 22.52091 27.43306 15.69551
C 23.30140 26.33898 17.75284
C 22.09290 26.48825 18.68887
C 21.17061 25.38313 18.13052
C 21.25140 25.58466 16.61572
H 24.82122 24.10992 13.71670
H 25.85280 23.98129 15.10115
H 26.32293 25.03525 13.72245
H 24.59945 26.64567 14.37208
H 25.36356 26.16470 15.87177
H 23.67873 24.33057 16.18049
H 22.88718 24.81963 14.68074
H 23.45749 27.96842 15.56982
H 21.94277 28.09402 16.34544
H 21.96244 27.30722 14.77758
H 23.83878 27.27394 17.62871
H 23.94360 25.47382 17.96275
H 21.61462 27.46998 18.69861
H 22.38884 26.29714 19.72385
H 20.18347 25.57623 18.52934
H 21.42544 24.36614 18.41942
H 20.49845 26.27774 16.23687
H 21.07121 24.70340 16.00452
C 14.90228 16.24703 23.06578
C 14.74492 14.96547 23.85205
C 13.41802 15.02091 24.49036
N 12.95893 13.62518 24.82746
C 13.96096 12.95591 25.69121
C 12.66506 12.81847 23.46896
C 11.28894 12.30059 23.67539
C 10.57922 13.43521 24.51578
C 11.59892 13.72779 25.55487
H 15.87343 16.49253 22.62454
H 14.73884 17.07303 23.75987
H 14.15364 16.33095 22.26250
H 15.53621 14.83011 24.58617
H 14.77474 14.11570 23.18068
H 12.66198 15.47399 23.82906
H 13.43941 15.55888 25.42907
H 14.83744 12.85979 25.06341
H 13.49723 11.99862 25.96883
H 14.13792 13.60827 26.56268
H 13.49148 12.13601 23.30139
H 12.70104 13.55251 22.67386
H 11.25195 11.31238 24.14876
H 10.72592 12.08723 22.75844
H 9.68031 13.00506 24.94784
H 10.29978 14.29752 23.89712
H 11.56959 13.01153 26.38600
H 11.54665 14.67297 26.10144
C 25.30652 15.90090 22.03118
C 24.43676 15.72541 20.83722
C 25.14880 16.50574 19.71314
N 24.37572 16.48567 18.44418
C 24.25172 15.09521 17.95063
C 25.11834 17.42749 17.43174
C 24.03160 17.63544 16.36321
C 22.67758 17.61268 17.11582
C 22.98632 17.15811 18.53991
H 24.78985 15.55180 22.92751
H 25.47440 16.96060 22.24641
H 26.31364 15.50602 21.90465
H 23.50345 16.24915 21.01375
H 24.24538 14.67120 20.62059
H 26.14997 16.14206 19.49296
H 25.28936 17.56116 19.98110
H 23.76262 15.04518 16.98160
H 23.67737 14.53310 18.70002
H 25.22785 14.64006 17.85966
H 25.98066 16.88697 17.02557
H 25.38237 18.34248 17.95244
H 24.08472 16.81170 15.63569
H 24.16207 18.61000 15.91131
H 21.98484 16.95208 16.59779
H 22.14900 18.56481 17.03492
H 22.25561 16.43487 18.90354
H 22.97913 17.96287 19.29222
C 13.40421 18.59916 16.61128
O 14.13757 17.41877 16.14624
O 14.02279 19.66341 17.04208
C 12.59310 18.84233 15.38468
F 11.76610 17.77939 15.16051
F 11.77986 19.90656 15.68759
F 13.29746 19.08011 14.36064
C 14.56820 16.61774 17.18758
C 15.32713 15.35770 16.68560
H 14.67771 14.80806 16.01264
H 16.31157 15.52751 16.25206
H 15.54992 14.74830 17.55867
H 13.69189 16.23988 17.71142
H 15.22698 17.17595 17.88161
H 12.58808 18.28338 17.34300
C 20.70291 25.22794 24.33609
O 21.65248 25.68219 25.34394
O 19.75929 26.03615 23.95359
C 21.45701 24.96482 23.13413
F 22.06053 26.00428 22.63118
F 22.40480 24.00283 23.24442
F 20.66041 24.55880 22.12431
C 22.34185 24.64207 26.05332
C 22.97114 25.25613 27.27930
H 23.62329 24.56289 27.80430
H 23.49868 26.20459 27.12185
H 22.14264 25.50551 27.95214
H 23.14498 24.25947 25.41432
H 21.66144 23.81797 26.34179
H 20.29750 24.21155 24.66647
C 17.67793 11.60494 13.77259
O 17.86690 12.17241 12.44455
O 18.03823 12.38933 14.79055
C 16.29859 11.02812 13.90720
F 16.27245 10.05765 14.84018
F 15.46419 11.92427 14.25980
F 15.92005 10.49147 12.75167
C 18.28309 11.25283 11.45056
C 17.96784 11.84628 10.03728
H 18.38351 11.14527 9.29818
H 16.92078 12.15940 9.89488
H 18.53143 12.79082 9.91622
H 17.70704 10.33248 11.53319
H 19.33260 10.93558 11.50326
H 18.31126 10.65701 13.77357
C 19.07959 16.35583 22.87154
F 18.39910 16.26700 21.68033
F 18.69733 17.52233 23.42374
F 18.64084 15.36168 23.64928
S 20.83093 16.27119 22.53681
O 20.97835 15.21904 21.55855
O 21.12436 17.59108 21.97348
O 21.37851 16.00967 23.83841
C 23.10952 21.34723 13.84654
F 23.14102 22.06126 12.73766
F 23.52756 20.06625 13.58657
F 23.84403 21.86279 14.81766
S 21.41052 21.28201 14.39994
O 20.63335 21.25160 13.18745
O 21.34341 20.05689 15.16868
O 21.25784 22.47702 15.18217
C 24.24178 22.61871 19.40561
F 23.72274 22.98452 18.08543
F 25.42577 23.31044 19.49496
F 23.32999 23.04188 20.27018
S 24.50071 20.87307 19.53289
O 25.53059 20.56231 18.58835
O 24.83844 20.62799 20.92541
O 23.15931 20.36849 19.16694
C 15.97105 20.68122 24.04987
F 14.74219 20.09590 24.08969
F 16.42186 20.89233 25.24715
F 16.76708 19.71824 23.43540
S 15.90424 22.17588 23.01905
O 15.01900 21.79478 21.92986
O 15.40037 23.16207 23.92546
O 17.25640 22.31269 22.57263